Entry 1:
{
  "formula": "C27H61N3O8S2Si2",
  "method": "ωB97M-V with the def2-TZVPD basis set",
  "elements": ["C", "C", "N", "C", "C", "C", "S", "S", "C", "C", "C", "Si", "C", "C", "O", "C", "N", "C", "O", "Si", "C", "C", "O", "C", "C", "C", "C", "N", "C", "C", "C", "C", "H", "H", "H", "H", "H", "H", "H", "H", "H", "H", "H", "H", "H", "H", "H", "H", "H", "H", "H", "H", "H", "H", "H", "H", "H", "H", "H", "H", "H", "H", "H", "H", "H", "H", "H", "H", "H", "H", "H", "H", "H", "C", "O", "H", "H", "H", "H", "C", "O", "H", "H", "H", "H", "C", "O", "H", "H", "H", "H", "C", "O", "H", "H", "H", "H", "C", "O", "H", "H", "H", "H"],
  "positions_angstrom": [[5.336, -1.576, -1.165], [5.307, -0.001, -0.886], [4.408, 0.356, 0.241], [5.101, -0.112, 1.480], [4.247, -1.167, 2.324], [4.199, 1.811, 0.295], [5.429, 2.874, -0.051], [2.528, 2.413, 0.721], [1.481, 0.865, 0.670], [0.093, 1.079, 1.450], [-1.140, 1.190, 0.446], [-2.729, 0.324, 1.041], [-4.251, 1.286, 0.401], [-4.532, 1.172, -1.127], [-5.686, 0.967, -1.481], [-2.764, 0.542, 2.968], [-3.314, 1.845, 3.414], [-2.411, 2.986, 3.147], [-2.779, -1.369, 0.783], [-2.327, -1.869, -0.783], [-3.223, -3.554, -1.087], [-4.209, -3.803, 0.117], [-3.949, -4.560, 1.035], [-0.467, -2.172, -1.025], [-0.168, -2.691, -2.504], [-0.316, -1.576, -3.620], [0.739, -0.407, -3.489], [0.151, 0.904, -3.161], [0.927, 1.987, -2.700], [0.114, 3.173, -2.410], [-1.282, 2.730, -2.748], [-1.166, 1.364, -3.214], [5.667, -1.686, -2.232], [4.333, -2.054, -1.023], [6.112, -2.106, -0.513], [4.995, 0.474, -1.860], [6.385, 0.290, -0.693], [5.304, 0.760, 2.171], [6.098, -0.592, 1.276], [4.948, -2.006, 2.614], [3.358, -1.551, 1.766], [3.968, -0.674, 3.301], [2.070, 0.109, 1.263], [1.331, 0.567, -0.397], [0.203, 2.082, 1.958], [0.016, 0.230, 2.173], [-1.389, 2.293, 0.375], [-0.772, 0.883, -0.568], [-4.030, 2.383, 0.602], [-5.147, 1.042, 1.035], [-3.762, 1.224, -1.944], [-3.489, -0.255, 3.324], [-1.775, 0.306, 3.439], [-4.264, 2.006, 3.086], [-2.501, 3.370, 2.088], [-2.678, 3.819, 3.859], [-1.377, 2.663, 3.422], [-2.766, -0.971, -1.863], [-3.869, -3.509, -2.015], [-2.504, -4.414, -1.115], [-5.225, -3.297, 0.190], [-0.067, -2.944, -0.303], [0.113, -1.206, -0.917], [-0.827, -3.583, -2.730], [0.892, -3.080, -2.570], [-1.380, -1.236, -3.680], [-0.104, -2.098, -4.602], [1.398, -0.679, -2.606], [1.443, -0.345, -4.366], [2.026, 1.831, -2.617], [0.490, 4.149, -2.027], [-2.179, 3.381, -2.634], [-2.036, 0.752, -3.534], [2.772, 1.284, 5.252], [1.603, 0.967, 4.506], [2.680, 0.847, 6.245], [3.654, 0.870, 4.756], [2.872, 2.368, 5.343], [1.705, 1.362, 3.632], [-7.241, -4.902, -1.596], [-6.559, -3.871, -2.300], [-6.553, -5.728, -1.428], [-7.590, -4.520, -0.633], [-8.091, -5.254, -2.185], [-7.189, -3.153, -2.434], [-2.842, 2.465, -6.583], [-3.064, 3.326, -5.475], [-1.851, 2.023, -6.488], [-3.593, 1.669, -6.592], [-2.895, 3.035, -7.515], [-3.944, 3.706, -5.579], [9.082, -3.914, 0.131], [8.267, -2.833, -0.307], [8.480, -4.575, 0.752], [9.455, -4.471, -0.732], [9.921, -3.533, 0.717], [8.821, -2.265, -0.854], [-1.937, 4.160, 6.739], [-0.971, 3.939, 5.719], [-2.158, 5.226, 6.783], [-2.853, 3.610, 6.508], [-1.541, 3.834, 7.704], [-0.792, 2.991, 5.699]],
  "forces_ev_per_angstrom": [[0.50, 0.45, 0.48], [0.61, -1.31, -1.32], [1.03, 1.07, -0.21], [-0.53, -0.50, 1.90], [1.08, 0.46, 0.43], [0.29, -0.04, -0.28], [-1.46, -0.55, 0.43], [1.02, -1.33, -0.38], [0.01, -0.38, 1.02], [0.81, 0.51, -1.15], [0.77, 0.41, -0.08], [0.49, 0.08, 1.61], [0.54, 0.63, -0.60], [-2.15, -0.52, 0.67], [1.23, 0.16, 0.00], [-1.27, -0.91, -0.48], [1.02, 0.00, 0.25], [-0.76, 0.33, 0.50], [0.56, 1.46, -1.82], [0.07, -1.62, 0.64], [-1.39, -0.06, 0.75], [0.31, -0.63, 0.37], [0.07, 0.59, -0.94], [0.78, 0.07, -0.68], [0.13, 0.08, 0.12], [0.25, -0.89, -0.67], [0.14, -0.81, 0.93], [-0.41, 2.65, 0.60], [-0.85, 1.41, 0.42], [-0.39, -3.74, -1.29], [2.84, -1.17, -0.08], [-1.07, 1.72, 0.66], [-0.33, -0.13, 0.95], [0.81, 0.48, -0.19], [-1.23, 0.72, -0.89], [0.05, -0.16, 1.26], [-1.22, 0.02, -0.17], [-0.13, -0.81, -0.91], [-1.01, 0.69, -0.27], [-0.99, 0.65, -0.42], [0.82, 0.29, 0.55], [-0.19, -0.69, -1.12], [-0.58, 0.64, -1.08], [0.23, 0.18, 0.98], [-0.37, -1.29, 0.01], [-0.08, 0.92, -0.45], [0.13, -1.21, -0.18], [-0.55, 0.34, 0.71], [0.02, -1.13, -0.19], [0.57, 0.06, -1.07], [0.03, 0.25, 1.06], [0.86, 0.69, -0.21], [-0.88, 0.43, -0.23], [0.45, -0.10, 0.00], [0.50, -0.29, 0.87], [0.34, -0.74, -0.92], [-0.84, 0.42, -0.54], [-0.15, 0.41, 0.21], [0.83, -0.06, 0.84], [-0.66, 0.78, 0.00], [1.03, 0.00, -0.71], [-0.45, 0.96, -0.56], [-0.54, -1.06, 0.26], [0.60, 1.05, 0.04], [-1.04, 0.40, 0.22], [1.05, -0.03, 0.09], [-0.34, 0.60, 0.99], [-0.57, 0.35, -0.95], [-1.03, 0.10, 0.64], [-1.07, 0.29, 0.00], [-0.44, -1.11, -0.43], [0.79, -1.01, -0.38], [1.12, 0.39, 0.20], [-0.09, 0.14, -0.26], [-0.12, -0.06, -0.02], [-0.07, -0.02, -0.09], [0.13, 0.08, 0.17], [0.17, -0.03, 0.11], [-0.04, 0.00, 0.05], [-0.15, 0.26, -0.05], [0.09, 0.06, -0.06], [0.04, 0.11, -0.05], [-0.07, -0.22, 0.07], [-0.03, -0.15, 0.14], [0.18, -0.03, -0.02], [-0.25, 0.17, 0.08], [-0.07, 0.05, 0.08], [-0.04, 0.08, 0.09], [0.09, -0.10, -0.17], [0.07, -0.17, -0.12], [0.14, -0.02, 0.06], [0.12, 0.21, -0.16], [0.05, 0.02, 0.01], [-0.04, 0.10, -0.05], [0.07, -0.14, 0.13], [0.05, -0.20, 0.05], [-0.17, -0.01, 0.06], [0.11, -0.29, -0.10], [0.16, 0.04, 0.10], [0.08, -0.04, -0.07], [-0.10, 0.07, 0.15], [-0.18, 0.08, 0.11], [0.05, 0.13, -0.06]],
  "homo_energy_ev": -8.100,
  "e_tot_ev": -87260.7820,
  "homo_lumo_gap_ev": 7.95
}

=====

Entry 2:
{
  "formula": "C20H17ClFe",
  "method": "ωB97M-V with the def2-TZVPD basis set",
  "elements": ["C", "C", "C", "H", "C", "C", "H", "H", "H", "H", "Fe", "Cl", "C", "C", "C", "H", "C", "C", "H", "H", "H", "H", "C", "C", "C", "C", "C", "C", "C", "C", "C", "C", "H", "H", "H", "H", "H", "H", "H"],
  "positions_angstrom": [[-2.466, -1.651, -1.512], [-1.835, -1.843, -2.760], [-1.602, -0.564, -3.317], [-1.554, -2.790, -3.188], [-2.050, 0.409, -2.397], [-2.597, -0.276, -1.288], [-2.940, 0.181, -0.379], [-2.693, -2.425, -0.802], [-1.144, -0.366, -4.270], [-1.961, 1.478, -2.498], [-0.202, -0.727, -1.426], [-0.044, -2.677, 0.115], [2.147, -0.606, -1.158], [1.773, 0.617, -1.755], [1.286, 0.339, -3.039], [1.764, 1.574, -1.266], [1.375, -1.059, -3.249], [1.915, -1.640, -2.093], [2.035, -2.692, -1.906], [2.454, -0.739, -0.136], [0.867, 1.058, -3.724], [1.039, -1.593, -4.123], [1.961, 2.323, 3.688], [2.446, 2.116, 2.412], [1.718, 1.367, 1.485], [0.459, 0.786, 1.774], [-0.359, -0.021, 0.852], [-1.519, -0.582, 1.474], [-1.917, -0.356, 2.778], [-1.174, 0.445, 3.597], [0.006, 1.005, 3.130], [0.749, 1.767, 4.050], [2.533, 2.900, 4.404], [3.407, 2.532, 2.135], [2.226, 1.263, 0.590], [-2.166, -1.254, 0.963], [-2.819, -0.822, 3.157], [-1.509, 0.599, 4.617], [0.394, 1.920, 5.064]],
  "forces_ev_per_angstrom": [[-0.31, -0.11, -0.21], [-0.39, 0.11, -0.19], [-0.35, -0.04, -0.12], [0.05, -0.08, -0.03], [-0.33, -0.02, -0.14], [-0.30, 0.32, -0.28], [-0.08, 0.09, -0.03], [0.01, -0.11, 0.04], [0.13, 0.02, -0.07], [0.00, 0.12, -0.04], [0.12, 0.11, 1.44], [0.42, -1.77, 0.07], [0.36, -0.07, -0.21], [0.15, 0.02, 0.04], [0.26, -0.01, -0.38], [-0.02, 0.18, -0.09], [0.38, 0.17, -0.25], [0.34, 0.16, -0.02], [-0.03, -0.08, 0.05], [0.03, -0.11, 0.07], [-0.07, 0.07, -0.07], [-0.06, -0.05, -0.09], [-0.90, -0.08, 1.10], [-0.37, -0.64, -1.24], [0.26, 0.95, 1.92], [-1.14, -0.65, 0.08], [-0.54, 0.64, 0.54], [1.27, 0.97, -0.30], [0.15, 0.19, 0.34], [-0.89, -0.40, 0.42], [0.28, 0.14, 0.16], [1.35, 0.74, -0.17], [0.05, 0.08, 0.13], [0.06, -0.04, -0.15], [0.32, -0.50, -1.81], [-0.05, -0.32, -0.69], [-0.15, -0.08, 0.03], [0.19, 0.20, 0.14], [-0.21, -0.12, 0.01]],
  "homo_energy_ev": [0.116, -0.371],
  "total_charge": -2,
  "e_tot_ev": -67923.5894,
  "multiplicity": 5,
  "homo_lumo_gap_ev": [5.31, 5.80],
  "de_lowest_kcal_mol": 6.8
}

=====

Entry 3:
{
  "formula": "C30H45EuNO3P2S",
  "method": "ωB97M-V with the def2-TZVPD basis set",
  "elements": ["Eu", "C", "C", "C", "C", "C", "C", "H", "H", "H", "C", "H", "H", "H", "C", "H", "H", "H", "C", "H", "H", "H", "C", "H", "H", "H", "C", "C", "C", "C", "C", "C", "C", "C", "H", "H", "H", "H", "H", "H", "H", "H", "H", "H", "H", "H", "P", "C", "C", "P", "C", "C", "C", "H", "H", "H", "H", "H", "H", "H", "H", "H", "H", "H", "H", "H", "H", "O", "S", "O", "N", "C", "O", "C", "C", "C", "C", "C", "C", "H", "H", "H", "H"],
  "positions_angstrom": [[2.952, 0.341, -0.984], [-1.927, -1.584, 2.724], [-1.501, -2.598, 1.827], [0.063, -2.440, 3.498], [-0.953, -1.482, 3.756], [-0.266, -3.120, 2.302], [-3.146, -0.757, 2.591], [-3.311, -0.475, 1.541], [-3.050, 0.171, 3.170], [-4.059, -1.254, 2.939], [-0.898, -0.464, 4.822], [-1.878, -0.008, 4.995], [-0.198, 0.340, 4.534], [-0.532, -0.887, 5.769], [1.304, -2.633, 4.277], [1.103, -2.531, 5.356], [2.068, -1.900, 3.982], [1.709, -3.634, 4.093], [0.565, -4.168, 1.676], [0.813, -4.948, 2.412], [1.493, -3.736, 1.264], [0.047, -4.647, 0.841], [-2.167, -3.029, 0.575], [-2.066, -4.114, 0.438], [-1.714, -2.527, -0.294], [-3.240, -2.809, 0.570], [-2.297, 2.516, -0.456], [-3.234, 1.590, -0.184], [-3.426, 0.321, -0.949], [-3.180, 0.391, -2.493], [-1.769, -0.129, -2.897], [-0.891, -0.264, -1.773], [-0.313, 0.898, -1.063], [-1.052, 2.290, -1.235], [-4.446, -0.066, -0.794], [-3.429, 1.368, -2.934], [-2.776, -0.465, -0.514], [-1.161, 2.502, -2.308], [-2.449, 3.552, -0.110], [-3.901, 1.708, 0.671], [-0.334, 3.056, -0.904], [-0.177, 0.691, 0.022], [-0.472, -1.271, -1.578], [0.711, 1.126, -1.512], [-3.878, -0.328, -2.947], [-1.875, -1.095, -3.429], [-0.699, 0.860, -4.247], [-0.799, 2.659, -4.606], [-1.574, 0.134, -5.693], [1.881, -0.890, -3.420], [1.089, 0.542, -4.353], [1.043, -2.162, -4.475], [3.387, -0.903, -4.460], [0.095, 3.197, -4.260], [-1.694, 3.129, -4.184], [-0.833, 2.775, -5.703], [-1.273, 0.599, -6.643], [-2.651, 0.312, -5.549], [-1.396, -0.951, -5.735], [3.093, -0.640, -5.480], [3.798, -1.916, -4.459], [4.142, -0.197, -4.100], [1.678, 1.445, -4.091], [1.294, 0.336, -5.417], [1.675, -3.062, -4.495], [0.963, -1.779, -5.505], [0.045, -2.440, -4.110], [1.814, 3.978, 1.257], [2.907, 3.107, 1.597], [4.231, 3.444, 1.135], [2.557, 1.534, 1.186], [2.432, 0.659, 2.233], [2.301, -0.562, 1.952], [2.572, 1.374, 3.549], [2.485, 0.942, 4.899], [2.862, 1.812, 5.936], [3.295, 3.122, 5.652], [3.297, 3.556, 4.325], [2.913, 2.699, 3.307], [2.121, -0.054, 5.178], [2.841, 1.497, 6.980], [3.623, 3.788, 6.460], [3.619, 4.558, 4.051]],
  "forces_ev_per_angstrom": [[-0.43, 0.32, 2.17], [1.25, 0.74, 2.16], [0.85, -0.49, 0.17], [0.45, -1.64, -2.12], [-2.66, 0.77, -1.75], [0.16, 0.73, 1.31], [-0.45, 0.50, -0.14], [-0.03, -0.03, 0.33], [-0.07, -0.16, -0.19], [0.08, -0.05, -0.04], [0.00, 0.36, 0.36], [0.25, -0.07, 0.06], [-0.20, -0.13, 0.16], [-0.13, 0.14, -0.14], [0.06, -0.21, 0.43], [0.19, -0.03, -0.28], [-0.15, -0.19, 0.05], [0.04, 0.19, 0.11], [0.36, -0.33, -0.27], [0.15, 0.13, -0.36], [-0.08, -0.29, 0.19], [0.03, -0.06, 0.09], [-0.32, -0.24, -0.15], [0.05, 0.24, -0.05], [-0.13, -0.13, 0.14], [0.18, 0.09, 0.03], [-1.17, -0.05, 0.49], [0.39, 0.53, -0.09], [0.10, -0.79, -0.22], [-0.44, -0.02, -0.37], [1.18, -0.06, 0.94], [1.75, -1.59, 0.71], [-1.41, -0.06, 0.22], [1.26, -0.32, -0.40], [0.18, 0.43, -0.05], [0.03, -0.08, 0.37], [-0.26, 0.29, -0.47], [-0.16, -0.11, 0.33], [0.36, -0.75, 0.46], [-0.21, 0.53, -0.52], [-0.10, -0.18, 0.00], [0.24, 0.21, -0.56], [-0.25, 0.69, 0.08], [0.70, 0.51, -0.16], [0.05, 0.29, 0.02], [0.13, 0.52, 0.15], [-2.00, 0.55, -0.88], [0.11, 0.25, -0.61], [0.61, 0.07, -0.44], [-1.65, -0.20, -1.79], [0.66, 0.14, 0.39], [-0.02, -0.73, 0.43], [0.30, 0.10, -0.02], [-0.35, -0.24, 0.15], [0.17, -0.20, -0.08], [-0.04, 0.02, 0.33], [-0.04, -0.22, 0.20], [0.39, -0.04, 0.09], [-0.12, 0.38, -0.02], [0.35, -0.07, 0.05], [0.15, 0.16, 0.04], [0.10, -0.06, -0.19], [-0.73, -0.18, -0.17], [-0.10, 0.09, 0.31], [-0.33, 0.15, 0.01], [0.10, -0.14, 0.39], [0.30, 0.10, -0.01], [0.33, -0.12, 0.00], [-0.46, -1.40, 0.27], [-0.24, -0.04, -0.15], [0.27, 0.40, -0.75], [-0.10, -0.91, -1.54], [0.26, 1.58, 0.69], [-0.17, -0.16, 0.88], [0.12, -0.03, -0.21], [0.06, 0.47, -0.53], [-0.17, -0.46, -0.25], [0.08, 0.42, 0.05], [0.39, 0.30, 1.17], [0.32, 0.39, -0.41], [-0.11, -0.11, -0.39], [-0.19, -0.32, -0.43], [-0.08, -0.09, 0.23]],
  "homo_energy_ev": [-8.321, -8.385],
  "total_charge": 1,
  "e_tot_ev": -88200.6064,
  "multiplicity": 7,
  "homo_lumo_gap_ev": [4.49, 4.63]
}

=====

no.,F_max (eV/Å)
1,3.97
2,2.16
3,3.27